1.
Computed, not measured: a 13-piece molecular cluster, C2H30O12S overall at a distorted geometry, with ωB97M-V/def2-TZVPD.

```
45
Properties=species:S:1:pos:R:3:lowdin_charge:R:1
C 1.127 -0.477 4.197 -0.45
S 0.332 1.108 3.967 0.76
C 0.635 1.543 2.293 -0.49
H 0.749 -0.950 5.095 0.04
H 2.197 -0.462 4.030 0.04
H 0.786 -1.104 3.371 0.00
H 1.663 1.733 2.005 0.04
H 0.155 0.877 1.555 0.02
H 0.166 2.509 2.084 0.03
H 0.253 1.161 -0.804 0.03
H 1.357 0.283 -0.865 0.05
O 0.591 0.489 -1.422 -0.06
H -1.712 3.013 0.414 -0.03
H -3.079 2.644 0.942 0.03
O -2.406 3.321 1.010 -0.07
H -1.216 4.513 -0.169 0.02
H -0.796 3.506 -1.346 -0.01
O -0.614 4.290 -0.869 -0.02
H 2.613 -2.918 0.073 0.02
H 1.492 -3.678 -0.701 0.02
O 1.904 -3.557 0.150 -0.06
H -0.230 -2.124 -4.520 0.04
H 0.705 -1.108 -4.934 0.05
O 0.635 -1.789 -4.250 -0.05
H -2.232 0.598 -0.456 0.04
H -1.628 1.360 -1.691 0.03
O -2.006 1.460 -0.819 -0.05
H -2.388 -2.015 1.026 0.00
H -1.929 -3.377 1.455 0.05
O -2.279 -2.907 0.695 -0.04
H 2.839 -2.084 -2.631 0.04
H 1.672 -1.055 -2.248 0.00
O 2.264 -1.752 -1.947 -0.05
H 4.193 3.380 -1.096 0.02
H 3.120 3.953 -2.005 0.03
O 3.512 4.046 -1.136 -0.05
H 1.217 -3.950 2.801 0.03
H 2.180 -2.813 2.414 0.01
O 1.633 -3.150 3.117 -0.06
H -3.941 -1.499 0.653 0.02
H -4.662 -0.443 -0.063 0.05
O -3.894 -0.553 0.487 -0.03
H -1.899 -0.495 -3.981 0.04
H -1.150 -0.553 -2.744 0.00
O -1.928 -0.976 -3.141 -0.05
```

Calculated values
Molar mass: 278.32 g/mol
E_HOMO: -8.08 eV
Relative energy (zero: lowest compared OMol25 entry of this formula, charge and spin): 19.48 kcal/mol


2.
Computed, not measured: C3H3CsLiO4 as an isolated structure at a distorted geometry, with ωB97M-V/def2-TZVPD.

```
12
Properties=species:S:1:pos:R:3:lowdin_charge:R:1
H 4.391 -2.373 -3.567 0.11
O 2.682 -1.191 -3.332 -0.39
O 3.307 -1.517 -0.721 -0.10
C 3.434 -2.269 -2.994 -0.46
C 3.856 -2.288 -1.554 -0.19
H 2.931 -3.258 -3.160 0.12
H 4.679 -2.948 -1.225 0.11
O 0.255 -1.780 0.813 -0.09
C 1.140 -1.133 0.253 -0.51
O 0.944 -0.187 -0.556 -0.20
Cs -3.668 0.154 1.149 0.92
Li 2.307 -0.049 -1.966 0.69
```

Calculated values
Molar mass: 242.90 g/mol
E_HOMO (spin up / spin down): -5.11 / -6.65 eV
2S+1: 2
Relative energy (zero: lowest compared OMol25 entry of this formula, charge and spin): 24.45 kcal/mol